# C27H55BrClF13I2NO19PS

18 unconnected molecules or ions with the total composition C27H55BrClF13I2NO19PS at a distorted geometry (ωB97M-V/def2-TZVPD, the OMol25 dataset).

Structure (ORCA input):
```
! RIJCOSX wB97M-V def2-TZVPD def2/J DEFGRID3
* xyz 0 1
C 3.6841 -0.6604 -1.6501
H -0.1619 4.2150 2.2032
H 4.1616 6.8418 -3.4056
C 2.5263 3.3980 -2.5988
H 7.3314 0.3436 -1.8346
H -0.4704 -2.8123 -7.0799
H -2.2947 0.4339 0.2977
H 6.3393 -3.8700 1.0004
O 2.4058 -0.7836 7.3469
N -0.2470 2.6767 0.6468
C 3.3935 -1.7805 -2.5882
H 5.4195 -2.9620 -2.4253
F -5.8120 -6.4530 1.1861
H -3.0959 -0.3223 1.8296
C -3.2804 0.4641 0.9536
H -0.4581 2.6727 4.0057
H -1.9760 5.5165 3.9534
C -2.9598 3.1975 0.6602
F -6.1760 -1.6253 -0.8645
O 1.4904 -5.0151 -3.6873
F -1.7701 -3.9155 -0.3024
H -0.0726 -1.2140 5.5600
H -3.0264 4.8343 3.0800
O 5.8328 -4.3506 0.3283
H 11.4525 1.3879 -3.0867
C 0.1692 2.1601 3.1419
H 6.1474 3.5776 -4.4811
F -4.4207 0.6345 -1.4171
H 7.9388 8.2299 -2.6291
F -5.7453 0.7683 0.5582
H 4.9711 -4.4987 0.7462
H -8.1451 -6.2389 -1.5489
Br -2.0455 7.4103 -2.4695
H -2.9300 1.5010 -4.6304
P 1.1674 -0.3696 0.8290
O -6.3334 -8.8156 3.6738
I 1.7134 -1.6461 -4.0163
H -6.2835 6.5891 1.3938
F -3.8371 -5.8572 -0.8053
C -2.5099 5.8335 -1.2654
H 2.7220 -1.6757 7.5549
C 1.6273 1.0322 -0.4386
H 8.3587 0.9506 -2.7875
C 1.0565 0.7528 4.8681
H 5.2691 5.7909 -3.4341
H 0.8205 -4.8130 -3.0169
O 10.5736 1.7958 -3.0977
C -3.8585 -5.0482 0.4706
H -6.8680 -6.8562 -0.9837
H -5.5155 -8.3849 3.3830
H -3.3113 1.3450 -3.1600
O -0.3123 -1.8808 -6.8643
H 2.9954 0.3148 2.0090
O -2.7155 1.8351 -3.7464
C -4.0396 5.4956 -0.7629
H 1.5613 3.4620 1.7683
O -2.1544 4.6914 3.4777
F -2.6775 -1.7204 -1.2622
C -1.3963 3.5372 0.1732
H 3.9226 -3.7730 -1.6162
H -7.0080 -8.4679 3.0713
O 1.3973 1.5440 3.6661
H 1.3322 -5.9465 -3.9029
H 7.7171 -2.7045 3.1685
F -6.3883 -4.3459 0.2372
H 4.1469 1.7807 -3.4144
C 4.2764 -3.1631 -2.5776
H 6.2778 3.7839 -2.9738
O -6.2797 5.6338 1.2308
F -2.7143 -3.0288 1.6855
H -0.7789 -0.4229 3.9983
O 7.7845 7.5523 -3.3043
C 0.4212 3.2217 1.8946
C 2.8279 0.7507 -1.5493
O 7.8736 -2.9482 2.2438
H 2.8570 -5.2645 2.1210
C 1.3469 3.6234 -1.4773
H -4.8894 6.2283 -1.0959
C -3.8111 -2.5182 -0.6589
H -4.3759 2.1946 2.1806
C -4.2367 4.1685 0.1869
S 0.4850 5.3226 -1.3884
H 8.7525 -3.3562 2.2548
O 2.9757 -5.0131 1.1928
H 0.4130 1.4293 5.5806
C -1.2543 4.8791 -0.7965
O 7.7532 1.1843 -2.0679
H 4.0544 -3.8728 -3.4938
C -5.3657 -5.0109 1.1027
O 2.5926 -0.5919 1.8661
H 2.0948 0.4404 5.3556
O -7.4437 -6.8723 -1.7630
O 5.0126 6.6183 -2.9996
F -5.4147 -4.5293 2.5338
C -3.3622 1.9433 1.6525
H -0.4677 1.2712 2.6634
C -4.5339 0.0809 -0.0285
F -4.4618 -3.1847 -1.8491
H -2.5399 1.9466 2.5179
O 5.6180 3.6812 -3.6761
F -3.0239 -5.8587 1.4354
H 10.4171 2.0396 -2.1730
H 2.8371 4.2699 -3.3525
H 2.3106 -4.3228 1.0504
F -5.3647 -1.8367 1.3663
C -3.1038 -3.5994 0.3412
H -8.3501 -2.8881 -0.4218
H -9.3856 -2.2365 0.4919
H -7.1936 5.4362 0.9765
C 0.8356 2.5048 -0.3944
H -5.3260 3.9210 0.5449
H -0.9821 -1.6788 -6.1939
O -9.2291 -2.4802 -0.4328
H 6.8198 7.4646 -3.3318
C 3.2788 1.9364 -2.6350
H 0.8323 -1.3880 3.8444
H 2.1154 -0.4329 8.2023
I 5.3897 -0.8246 -0.2222
C 0.2499 -0.6433 4.5623
C -4.9313 -1.5367 -0.0116
Cl 0.9684 -2.2302 -0.1765
*
```

***

# C27H55F9O21S5

8 unconnected molecules or ions with the total composition C27H55F9O21S5 at a distorted geometry (ωB97M-V/def2-TZVPD, the OMol25 dataset).

Structure (ORCA input):
```
! RIJCOSX wB97M-V def2-TZVPD def2/J DEFGRID3
* xyz 0 1
O -3.3018 -1.5093 -2.1697
O 1.6331 0.1084 -0.0364
H -4.1805 4.6473 -5.3240
H -0.3883 -1.1920 -8.2313
C -0.0150 -7.1830 2.0867
C 6.1961 1.1109 7.0211
F -0.2242 0.2160 2.2477
H 4.8591 6.0845 -1.4159
S -0.3554 1.9219 -8.9280
H -0.5200 5.9765 -0.1503
C -3.2740 -1.5886 8.6884
H 5.8362 0.8926 3.8510
H -3.9011 -1.8316 9.5473
H -2.6085 3.9263 -5.4156
C 0.4416 0.6477 -0.0110
C -4.0319 -0.6347 7.7619
H -4.7172 4.4802 -7.4841
H -0.5091 -3.1795 0.4319
F -0.9052 2.0781 1.3561
H -2.9174 -2.4731 8.1692
H 7.7634 0.9700 8.5205
H 2.1421 -1.9668 -2.6052
O -4.7046 1.1337 -3.4390
O -3.2208 -0.3798 6.6057
H -2.7011 -4.0030 0.9820
H -0.6684 5.2801 -1.7326
H -0.8212 0.2101 -10.4679
H -2.9939 4.4468 -7.7335
H -2.4038 -1.0715 9.1034
H 0.6583 3.3140 -1.0805
H -1.3256 4.4138 -0.3278
H -1.6929 1.8275 -4.9856
C 0.9948 -4.5520 3.3345
H 0.8217 -7.4451 1.4460
H 6.2239 -0.0888 8.7859
H -4.0227 2.9393 -7.7363
F 1.1752 1.8860 1.8683
H -1.2947 -0.0626 -7.4179
H -1.6759 1.8056 -10.8592
C 2.1294 -3.5023 3.3231
C 0.1007 1.2276 1.3825
H -4.7143 0.4443 -0.2952
H -2.6400 0.3447 -5.0832
C -3.6375 3.8013 -5.7572
C -1.3360 -2.7967 -0.1717
C -1.3678 1.0756 -10.1172
O -4.2424 2.6136 -5.2350
O -5.6394 -1.8280 -1.4324
O 1.4600 -5.7595 3.3968
H 5.6510 1.9634 7.4437
S 5.3868 -0.7993 5.4459
H -4.1262 -0.7328 1.0001
C -2.6595 -3.0048 0.5517
H -1.2563 -1.7255 -0.3399
S 3.3127 4.2815 -0.9105
H 6.8331 1.5807 6.2639
H 1.0417 -7.6424 3.8987
F 1.6617 -2.3320 3.7481
H -1.2466 -3.3605 -1.0982
C 2.1178 -0.3083 -1.3496
C 0.4766 -0.6073 -6.3131
F -1.5156 -1.8335 4.3030
C 6.9422 0.3876 8.1129
H -4.9562 -1.1411 7.4881
O 5.0749 0.3839 6.4549
H 1.8226 0.4021 -2.1160
H -4.2191 0.3115 8.2525
C 0.4929 -6.8055 3.4751
H 7.4524 -0.5143 7.7442
O -0.2915 0.8388 -0.9125
F -1.6493 0.2905 4.7600
H 1.0454 4.0629 0.5263
O 6.7324 -1.2450 5.5551
C -0.4988 5.0257 -0.6864
C -4.0032 -0.3109 0.0090
H 0.8993 0.3105 -5.9036
C 0.7609 4.2387 -0.5117
C -0.2372 -0.3033 -7.5991
O -4.2607 -1.8633 5.3256
H 1.2746 -1.3319 -6.4654
O -0.1484 -4.2546 3.3501
O 3.7949 4.3820 0.4196
O -3.2604 3.1594 -3.0832
H 3.4175 6.0354 -2.4174
H -0.7046 -8.0163 2.2093
O -1.1618 2.4685 -7.8884
C -2.3447 -0.8011 4.4361
C -3.8109 3.9021 -7.2725
S -3.6906 2.0305 -3.8515
O 1.9075 4.9903 -1.0390
H -1.7967 0.8148 -3.4794
C -3.3878 -1.1064 5.5293
H -0.2005 -1.0003 -5.5546
C 1.7578 -1.7440 -1.6141
O 4.3469 -1.7510 5.6044
O 0.4708 0.6808 -8.3681
O 3.2505 2.9846 -1.5162
H 5.5333 -0.7024 3.1231
C 4.1788 5.4237 -1.9460
H 0.7060 -1.9666 -1.4649
C 5.2100 0.0025 3.8785
O -3.8478 -2.9993 -0.3086
H 3.1976 -0.2004 -1.2587
F -2.9918 -0.5712 3.2727
H -2.2759 0.7485 -9.6098
H -0.3648 -6.5899 4.1081
C -2.2757 1.1082 -4.4085
F 3.1125 -3.9103 4.1631
H -2.9688 -0.0255 -0.1495
H -2.8158 -2.2504 1.3169
O 0.6030 2.7310 -9.5872
F 2.6450 -3.3496 2.0844
H 2.2643 -2.3571 -0.8691
H 4.1732 0.3102 3.8552
H 4.7695 4.8443 -2.6501
H -0.5646 -6.3281 1.6947
S -4.2692 -1.6851 -1.1275
*
```

## Properties
ΔE to the lowest compared entry with this formula, charge and spin	0.00	kJ/mol
SMILES	CCOC(=O)C(F)(F)F.CCOC(=O)C(F)(F)F.CCOC(=O)C(F)(F)F.CCOS(C)(=O)=O.CCOS(C)(=O)=O.CCOS(C)(=O)=O.CCOS(C)(=O)=O.CCOS(C)(=O)=O

***

# C27H55IN2O4P

4 unconnected molecules or ions with the total composition C27H55IN2O4P at a distorted geometry (ωB97M-V/def2-TZVPD, the OMol25 dataset).

Structure (ORCA input):
```
! RIJCOSX wB97M-V def2-TZVPD def2/J DEFGRID3
* xyz 1 1
H -6.0630 2.0007 -6.6121
C -7.1007 0.1340 -4.7903
H 1.6492 -0.5269 1.3569
H 0.9857 -5.4536 2.8313
H -7.3832 -2.7111 -4.5593
H 5.5296 1.9741 0.4924
H 1.4332 -2.5222 4.2311
H 1.5499 2.0022 -0.5462
N -2.6369 0.5503 -1.4355
O 1.6547 1.9725 0.4141
H 6.9704 -0.1366 3.3351
H 5.1485 3.1338 2.6344
H 7.7485 -1.2427 2.2296
H 0.4192 -5.9735 6.5897
C -0.1211 -3.6336 3.2335
C 0.0084 -5.2050 5.9347
N 0.7300 -0.1859 1.6072
C -0.9905 1.4472 0.0158
C -5.9166 0.9568 -6.8983
H -0.8684 2.4049 2.4688
H -4.9250 0.6489 -6.5604
H 3.4369 1.4582 1.9208
H -6.6850 -2.7903 -2.9397
C -7.0154 0.0739 -6.3141
I -0.9089 -1.6118 -0.5612
H -0.0540 3.8772 0.8824
H 7.0208 2.4155 1.2858
H -7.3016 1.1661 -4.4860
O 1.5508 2.8526 -2.8744
C 6.6335 0.2939 1.2416
C 0.6668 4.6108 -1.5224
C -5.4212 -1.7823 -4.3913
H 3.5554 1.5570 3.6784
H -1.0421 -4.1582 3.5033
O 0.0611 2.1536 2.4236
H -5.1841 -1.8810 -5.4528
H 1.6533 -3.8601 6.2321
H -4.4886 -1.9961 -3.8551
C -0.9654 4.0214 0.3167
H -5.9165 0.9084 -7.9868
H -0.5296 -5.7139 5.1334
H -3.0372 -0.2552 -1.9060
H 0.0794 -4.8386 1.4718
H 8.6511 1.6458 2.7288
C -6.4528 -2.8381 -4.0058
H 1.2753 1.9898 -3.2149
H 9.4371 0.1922 3.3268
C 0.7072 -4.5322 2.3150
C 1.9604 -3.8469 1.7787
H -1.7372 4.4730 0.9427
H -0.4674 5.9851 -0.3537
H 2.5059 -4.5029 1.0991
H -7.9777 0.3885 -6.7226
H 1.6885 -2.9407 1.2316
C -1.5638 0.3568 -0.6465
O -0.6025 3.4110 -3.1822
H -6.0794 -3.8390 -4.2203
C 5.3863 2.0667 2.6347
H 1.1654 5.4657 -1.9836
C 4.0916 1.2709 2.7721
H 9.4084 0.5227 1.5958
H -6.0239 -0.2752 -2.9814
C -3.1948 1.7567 -1.6435
H -0.0892 -2.5504 5.0819
H -0.7154 -4.6266 6.5124
C 6.1612 1.7444 1.3580
H -0.4311 -2.7424 2.6758
H -7.9626 -0.4480 -4.4557
P 0.4400 1.2528 1.1709
H 1.3908 4.2099 -0.8137
H 2.6432 -3.5641 2.5804
H 1.8450 -4.9086 4.8487
C 1.1137 -4.3037 5.3920
C 0.4410 3.5849 -2.6052
C -5.8478 -0.3545 -4.0630
H 5.7661 -0.3687 1.1624
H -3.1050 3.8117 -1.2638
C -0.6240 5.0139 -0.8180
H -6.8702 -0.9581 -6.6433
H 6.0153 1.8977 3.5118
C 7.5186 -0.1866 2.3904
C -1.5323 2.7316 -0.2304
C 0.5981 -3.1740 4.5020
H 7.1814 0.1823 0.3008
H 4.2807 0.1974 2.8299
C 8.8258 0.5900 2.5167
H -4.0427 1.8061 -2.3106
H -5.0115 0.3220 -4.2864
H -1.4370 5.1036 -1.5313
C -2.6600 2.8522 -1.0563
*
```

## Properties
ΔE to the lowest compared entry with this formula, charge and spin	0.00	kJ/mol

***

# C27H57BO12S8

9 unconnected molecules or ions with the total composition C27H57BO12S8 at a distorted geometry (ωB97M-V/def2-TZVPD, the OMol25 dataset).

Structure (ORCA input):
```
! RIJCOSX wB97M-V def2-TZVPD def2/J DEFGRID3
* xyz 0 1
H 1.4076 5.1170 -0.0304
H -3.0318 0.7866 -0.8808
H 5.3715 -2.5297 5.6031
C -3.4185 -5.0309 -8.1807
C -5.1277 0.3936 3.4875
C 3.5050 -3.1772 4.8003
H -2.0133 5.5580 2.4676
C 4.3011 -2.3500 5.5569
H -0.3189 -3.2417 2.3237
H 0.1317 -3.4161 -7.7682
C -4.6428 4.7579 1.7036
O 1.9505 6.2854 -2.9574
C 0.0760 -2.9884 3.3045
H 0.7121 -1.0562 -2.7204
C 2.4009 1.5935 0.0059
H -0.3465 0.0660 -3.5931
H -0.1540 0.4812 2.6223
H -1.1161 4.0209 2.3688
H 1.9872 0.5953 0.1469
H -5.4472 4.5097 1.0136
H 0.8669 8.8195 -3.9723
H -6.1369 -1.7458 5.0701
H -4.6568 -0.5712 3.2992
H 7.6740 -6.1519 2.1162
H 4.4390 7.1647 -1.6718
O 0.5528 2.7602 1.5033
O -0.5555 -1.3137 6.3080
C -2.1637 0.8743 -1.5324
S -5.4953 0.5544 5.2389
H -3.6415 -2.7834 -9.8478
C 2.1512 -2.9289 4.7579
H 1.0469 -4.2443 -4.1072
C -6.6568 -0.8193 5.3145
H 0.6106 -1.7057 -7.8676
C -0.4257 -1.9694 4.0013
H -7.4768 -0.6491 4.6160
O -6.2821 1.8092 5.4146
C 2.4246 -1.0490 6.2459
H -4.9064 4.4236 2.7079
H -2.5248 4.1534 3.4539
H 2.1480 9.8372 -3.2748
H -4.8378 -1.7642 -9.0121
S 1.4372 -2.7225 -5.8897
C -1.0238 1.0692 2.9620
C 2.0566 4.2464 -0.0977
H -0.4820 -3.5752 -4.7303
H 0.5646 0.6265 -2.1597
H -0.7164 -2.1894 -6.7889
H 5.7728 -4.9877 -0.0561
H 2.8075 4.2895 0.6926
C 0.0350 -0.2130 -2.6125
H -0.5976 1.8860 3.5481
H 4.4931 -4.3542 1.0053
C 1.5912 8.9063 -3.1650
B -1.5973 -1.0852 3.3476
H 3.1289 1.8035 0.7901
O -2.7643 -2.6774 -7.1471
C 3.7881 -1.2930 6.2638
H -2.4874 1.1428 -2.5385
C 3.6854 7.9365 -1.8165
H -1.5754 1.4430 2.0997
H 2.5369 4.2318 -1.0761
H -5.2991 -3.3931 -9.5569
C -4.4873 -2.7836 -9.1598
H -4.4751 5.8351 1.6943
H -7.0478 -0.8789 6.3286
H 2.8710 1.6583 -0.9762
C 0.4948 -3.9745 -5.0059
C 7.9827 -5.1790 1.7331
O 1.3635 -4.9660 3.7644
H 1.9687 -0.2377 6.8042
O -2.3236 -1.6373 2.3048
H 0.3791 -4.8545 -5.6390
S 1.0492 2.7727 0.1001
C 5.4316 -4.9049 0.9762
H 8.2443 -5.2527 0.6773
H -1.4879 1.6321 -1.1347
O -0.7777 -0.9094 -0.1830
O -1.8289 0.1964 3.7937
O -3.3711 2.4554 1.3389
H 5.2870 -5.8954 1.4085
H -2.6416 -4.8865 -8.9323
S 6.6468 -3.9917 1.9373
H 1.0738 8.8850 -2.2056
H -1.7313 -1.6238 1.5305
C 1.2156 -3.7687 3.9147
H 8.8426 -4.8214 2.2958
H 4.1751 8.8984 -1.9689
C -2.1008 4.4714 2.5006
C 0.2402 -2.4881 -7.2067
S 2.7244 7.5143 -3.2778
C 1.6333 -1.8691 5.4876
S -1.3279 -0.7094 -1.5595
C 0.1340 -1.6608 5.3726
H 3.0325 7.9781 -0.9440
H -3.0152 -5.5959 -7.3424
H -4.4397 1.1878 3.2062
H -6.0477 0.4853 2.9079
S -3.9757 -3.4358 -7.5646
H 4.4119 -0.6204 6.8436
S -3.1515 3.9165 1.1531
O 1.4225 -1.4884 -5.0550
O 6.2172 -4.0523 3.3584
H -4.2637 -5.5700 -8.6087
H 3.9179 -3.9968 4.2225
*
```

## Properties
ΔE to the lowest compared entry with this formula, charge and spin	20.24	kJ/mol

***

The records above give, respectively, Kohn-Sham gap values of 0.2321; 0.3991; 0.2770; 0.2934 Ha.